12
Properties=species:S:1:pos:R:3 method="wB97M-V/def2-TZVPD" charge=0 largest_force_ev_per_a=2.6 total_energy_ev=-9707.444
N 2.036 0.125 -0.035
C 1.217 1.028 0.312
C -0.029 1.379 -0.127
N -1.155 0.664 0.043
C -1.229 -0.772 0.136
O -2.310 -1.232 0.480
N -0.076 -1.399 -0.225
H 1.119 -0.863 -0.452
H 2.873 -0.024 0.524
H -0.138 2.376 -0.539
H -2.057 1.116 -0.026
H -0.251 -2.398 -0.091